The following is a DFT calculation (ωB97M-V with the def2-TZVPD basis set) of 3 unconnected molecules or ions with the total composition C4H6FN2 in a non-equilibrium geometry.

Results
F_max: 0.109 Eh/bohr
charge: +1
HOMO-LUMO gap: 6.81 eV
LUMO level: -0.181 Ha
ΔE to the lowest compared entry with this formula, charge and spin: 440.9 kJ/mol
HOMO energy: -11.7 eV
molecular weight: 101.104 Da
2S+1: 1

Cartesian coordinates (Å):
C 1.8658 4.5897 -1.8832
C 0.1251 -3.8672 2.1362
C 0.7618 -4.8218 2.7895
C -2.6046 2.8732 -2.5037
N -1.5990 3.1533 -1.9472
N 0.8272 4.0628 -1.9091
F 2.9444 5.2205 -1.7138
H 0.2903 -2.8702 2.2305
H -0.4868 -4.1393 1.2966
H 0.6485 -5.8096 2.4361
H 1.3707 -4.3031 3.5385
H -3.5469 2.3908 -2.8556
H -0.5965 3.5208 -1.6148

---

The following is a DFT calculation (ωB97M-V with the def2-TZVPD basis set) of a molecular structure, C4H6FO4Pr in a non-equilibrium geometry.

Results
F_max: 0.059 Eh/bohr
charge: +2
HOMO-LUMO gap (spin up / spin down): 8.58 / 9.86 eV
LUMO level (spin up / spin down): -0.391 / -0.344 Ha
HOMO energy (spin up / spin down): -19.2 / -19.2 eV
molecular weight: 277.994 Da
2S+1: 3

Cartesian coordinates (Å):
O 1.0289 0.3694 -2.3208
C -0.1501 0.3289 -2.6014
C -1.2680 0.2047 -1.6016
O -1.0420 0.8338 -0.3524
C -0.3602 0.2572 0.6034
O -0.7411 0.6922 1.7559
O 0.5383 -0.5692 0.4396
C -0.3610 -0.0492 2.9274
H -1.4910 -0.8691 -1.4821
F 4.7012 -0.6358 -0.6126
H -0.4760 0.2656 -3.6566
H -2.1635 0.6839 -2.0138
H -1.0051 0.3242 3.7255
H -0.5275 -1.1189 2.7629
H 0.6918 0.1505 3.1551
Pr 2.6252 -0.8683 -0.7284

---

The following is a DFT calculation (ωB97M-V with the def2-TZVPD basis set) of a molecular structure, C4H6FeO3 in a non-equilibrium geometry.

Results
F_max: 0.092 Eh/bohr
charge: +2
HOMO-LUMO gap (spin up / spin down): 6.72 / 5.99 eV
LUMO level (spin up / spin down): -0.420 / -0.526 Ha
ΔE to the lowest compared entry with this formula, charge and spin: 0.0 kJ/mol
HOMO energy (spin up / spin down): -18.1 / -20.3 eV
molecular weight: 157.934 Da
2S+1: 7

Cartesian coordinates (Å):
O -0.7003 1.0903 -0.9602
O 0.4819 -0.5322 0.0498
O -1.6272 -0.3848 0.4523
C 1.7052 0.1265 -0.2970
C 2.8289 -0.7460 0.1293
C -0.6320 0.0812 -0.2437
H 3.7143 -0.1374 0.3511
H 2.5741 -1.3306 1.0327
H 3.1035 -1.4760 -0.6545
Fe 1.1142 1.8475 -1.1855
C -2.9038 0.2554 0.3399
H -3.3839 0.0002 -0.6116
H -2.7782 1.3402 0.4268
H -3.4967 -0.1344 1.1706